*w*
An isolated molecule of C4H9NO2, computed with ωB97M-V/def2-TZVPD.

The total charge is 0. For the HOMO energy, the calculation gives -9.4 eV. Its SMILES is CCNCC(=O)O. Its spin multiplicity is 1.

Last column: natural (NBO) charge in e.
Element x y z (Å)
C  -1.250  0.362  -2.035  -0.6116
C  -1.257  0.595  -0.531  -0.2218
N  -0.451  -0.438  0.147  -0.5995
C  0.903  0.041  0.411  -0.3218
C  1.586  -0.933  1.352  0.7849
O  1.724  -0.392  2.577  -0.7024
O  1.942  -2.041  1.074  -0.5660
H  -1.864  1.114  -2.534  0.2055
H  -1.634  -0.634  -2.235  0.2132
H  -0.255  0.383  -2.466  0.2040
H  -2.269  0.676  -0.135  0.1959
H  -0.847  1.589  -0.341  0.1613
H  -0.899  -0.586  1.043  0.3561
H  1.512  0.170  -0.478  0.2177
H  0.880  1.019  0.908  0.1827
H  2.180  -0.923  3.241  0.5017

*x*
An isolated molecule of C4H9NO2, computed with ωB97M-V/def2-TZVPD.

The total charge is 0. For the HOMO energy, the calculation gives -9.9 eV. Its SMILES is C[C@@H](CO)NC=O. Its spin multiplicity is 1.

Last column: natural (NBO) charge in e.
Element x y z (Å)
C  -0.851  -1.106  1.204  -0.6148
C  0.103  -0.269  0.355  -0.0830
C  0.677  -1.023  -0.838  -0.0577
O  1.801  -0.389  -1.386  -0.7280
N  -0.609  0.934  -0.066  -0.6374
C  -0.040  2.147  -0.272  0.5418
O  1.094  2.344  -0.675  -0.6102
H  -1.273  -0.509  2.020  0.2188
H  -0.329  -1.960  1.643  0.2256
H  -1.682  -1.491  0.600  0.2051
H  0.943  0.068  0.977  0.2114
H  0.987  -2.025  -0.522  0.1757
H  -0.139  -1.139  -1.573  0.1505
H  1.651  0.574  -1.374  0.4914
H  -1.613  0.890  -0.139  0.3960
H  -0.719  2.954  0.048  0.1147

*y*
A 2-piece molecular cluster, C4H9NO2 overall, computed with ωB97M-V/def2-TZVPD.

The total charge is 0. For the HOMO energy, the calculation gives -9.9 eV. Its SMILES is O=C1CCCO1.N. Its spin multiplicity is 1.

Last column: natural (NBO) charge in e.
Element x y z (Å)
C  -1.005  -0.626  -0.272  -0.5329
C  -1.278  0.829  0.108  -0.4328
C  -0.439  0.998  1.379  -0.0691
O  0.635  0.062  1.272  -0.5014
C  0.238  -0.999  0.526  0.8306
O  0.800  -2.061  0.577  -0.5968
N  1.728  -0.497  -1.619  -1.0884
H  -1.820  -1.306  -0.004  0.2318
H  -0.778  -0.753  -1.331  0.2552
H  1.606  -0.395  -2.618  0.3571
H  -0.936  1.515  -0.672  0.2148
H  -2.337  1.023  0.300  0.2172
H  -0.015  1.997  1.510  0.1961
H  -1.011  0.734  2.277  0.1730
H  1.909  -1.477  -1.428  0.3796
H  2.564  0.010  -1.353  0.3660

Which of them is the most stable? Correct choice: *y*.

*w*
A 40-piece molecular cluster, H80O40 overall, computed with ωB97M-V/def2-TZVPD.

The total charge is 0. For the HOMO energy, the calculation gives -10.3 eV. Its spin multiplicity is 1.

Last column: Mulliken charge in e.
Element x y z (Å)
H  4.320  1.564  -0.212  0.1692
H  4.911  1.865  -1.314  0.3667
O  5.212  1.822  -0.383  -0.6337
H  0.642  1.855  4.856  0.1419
H  0.751  2.500  3.388  0.1793
O  0.200  1.989  4.032  -0.4317
H  3.355  4.575  -0.001  0.3217
H  3.953  5.191  -1.408  0.3083
O  3.989  5.301  -0.370  -0.6288
H  -2.838  -4.531  1.656  0.3262
H  -1.440  -4.551  1.357  0.2468
O  -2.064  -4.245  2.109  -0.5307
H  -2.766  -3.594  -3.122  0.2505
H  -3.882  -3.608  -1.960  0.4287
O  -3.690  -3.611  -2.946  -0.6178
H  -3.121  5.762  -1.134  0.2802
O  -2.751  5.181  -0.393  -0.6217
H  2.099  4.927  4.172  0.2211
O  1.707  4.365  3.553  -0.5768
H  0.627  -5.746  -2.199  0.2937
H  0.630  -4.324  -3.247  0.2021
O  0.229  -4.920  -2.662  -0.5635
H  -0.258  3.535  0.836  0.0614
H  -0.971  4.552  1.652  0.2281
O  -0.111  4.030  1.696  -0.5032
H  -3.117  -3.523  0.421  0.2329
H  -3.939  -2.877  -0.691  0.0769
O  -3.999  -3.262  0.172  -0.6122
H  4.228  0.303  3.999  0.3023
H  3.271  0.136  3.025  0.2196
O  4.095  0.525  3.067  -0.6462
H  0.712  2.068  -4.247  0.3031
O  0.566  3.002  -4.587  -0.7143
H  2.586  2.499  -1.965  0.0447
H  2.229  3.452  -3.064  0.2339
O  2.001  2.525  -2.732  -0.3934
H  1.173  2.680  0.910  0.0280
H  1.365  1.103  0.967  -0.2131
O  1.799  1.948  0.845  -0.0830
H  0.968  -2.782  1.489  0.0892
H  1.728  -3.094  0.065  0.2064
O  0.941  -2.960  0.544  -0.4233
H  -3.274  1.745  5.227  0.3331
H  -1.846  1.605  5.112  0.3188
O  -2.511  1.638  5.829  -0.6772
H  -0.379  -0.968  1.948  -0.0505
H  -0.825  -0.824  3.422  0.1187
O  -0.459  -1.434  2.813  0.1013
H  -0.272  1.390  -0.246  -0.2969
H  -1.695  1.855  0.387  0.0080
O  -0.865  2.101  -0.047  0.3186
H  5.238  -0.117  1.940  0.4096
O  5.325  -0.855  1.333  -0.7077
H  3.728  -0.684  5.722  0.3237
H  2.248  -0.066  5.838  0.2768
O  3.197  0.142  5.664  -0.6562
H  0.634  -1.974  3.853  0.0580
O  1.542  -1.888  4.320  -0.5780
H  -3.161  3.301  3.627  0.2435
H  -3.015  4.325  2.478  0.3352
O  -2.702  4.051  3.320  -0.7185
H  0.419  -3.921  5.092  0.3268
H  0.888  -4.333  3.567  0.3193
O  1.047  -4.415  4.505  -0.7227
H  -0.148  -2.033  -3.568  0.0476
H  -1.282  -1.067  -3.832  0.1763
O  -0.946  -1.579  -3.133  -0.0471
H  2.776  0.854  -6.013  0.2645
H  3.352  0.100  -4.830  0.2462
O  2.571  0.648  -5.131  -0.5865
H  2.832  -2.015  -2.765  0.3743
H  2.626  -2.627  -4.204  0.2974
O  3.171  -1.955  -3.694  -0.6401
H  3.643  -1.225  1.576  0.2240
H  2.165  -0.410  1.600  -0.2873
O  2.685  -1.121  1.234  -0.0388
H  -5.161  0.373  -0.622  0.3924
H  -6.205  -0.287  -1.492  0.2944
O  -5.983  -0.153  -0.578  -0.6119
H  -4.800  1.353  -3.390  0.2927
H  -3.561  2.288  -3.792  0.3888
O  -4.396  1.963  -4.014  -0.6400
H  -1.935  -4.722  -2.029  0.2309
H  -1.221  -5.614  -0.992  0.2365
O  -1.854  -4.874  -1.053  -0.4820
H  3.076  -1.623  -0.416  0.2284
H  3.583  -3.074  -1.188  0.2332
O  2.972  -2.302  -1.125  -0.6353
H  -3.694  0.012  0.097  0.2750
O  -3.220  0.501  -0.821  -0.6156
H  -3.733  3.650  -3.156  0.3156
H  -3.435  3.145  -1.680  0.3173
O  -3.078  3.598  -2.464  -0.6936
H  5.491  -0.335  0.480  0.3426
H  -2.053  4.628  -0.761  0.3373
H  1.725  -2.826  4.467  0.5132
H  0.983  4.634  3.019  0.3502
H  -0.205  3.027  -5.183  0.2784
H  -3.011  -0.261  -1.357  0.1872
O  -0.330  -3.044  -4.963  -0.6803
H  -1.127  -2.688  -5.455  0.3000
H  0.279  -2.352  -5.448  0.4081
O  1.368  -0.044  -0.869  1.3758
H  2.138  0.189  -1.399  -0.1028
H  1.360  -1.014  -0.948  -0.1082
O  -0.350  0.804  -3.424  -0.2406
H  -0.779  0.425  -2.646  0.0914
H  0.597  0.730  -3.357  0.2167
O  -1.643  1.744  2.489  -0.2886
H  -1.544  2.675  2.566  0.4490
H  -0.944  1.255  2.905  0.0045
O  -1.718  -1.138  0.597  0.2523
H  -1.333  -2.018  0.463  -0.1019
H  -2.138  -0.931  1.438  0.2425
O  0.279  -0.664  -5.753  -0.6901
H  1.036  -0.134  -5.549  0.3903
H  -0.507  -0.187  -5.478  0.3204
O  -2.582  -1.922  4.575  -0.6338
H  -1.885  -1.979  5.200  0.2835
H  -2.514  -2.683  3.989  0.2923

*x*
A 40-piece molecular cluster, H80O40 overall, computed with ωB97M-V/def2-TZVPD.

The total charge is 0. For the HOMO energy, the calculation gives -10.5 eV. Its spin multiplicity is 1.

Last column: Mulliken charge in e.
Element x y z (Å)
H  -3.163  3.182  3.590  0.3540
H  -2.274  4.512  3.395  0.2243
O  -2.715  3.793  3.002  -0.5501
H  -4.947  -2.804  -2.091  0.3657
H  -5.012  -1.145  -2.215  0.2860
O  -4.827  -1.940  -2.701  -0.6861
H  -0.454  -1.404  -3.684  0.0617
H  -0.601  -2.944  -4.046  0.3456
O  -0.121  -2.302  -3.491  -0.5954
H  1.156  -4.043  -3.453  0.3214
H  1.416  -3.608  -4.905  0.2514
O  1.831  -3.965  -4.131  -0.5594
H  0.951  0.867  -5.546  0.3172
H  0.045  0.185  -6.482  0.3335
O  0.716  0.856  -6.491  -0.7197
H  -3.657  -2.579  2.847  0.4068
O  -4.511  -2.766  3.209  -0.6810
H  3.549  1.123  5.504  0.2585
O  3.119  1.096  4.618  -0.6284
H  0.719  5.227  1.435  0.2603
H  -0.341  6.267  0.965  0.3032
O  0.039  5.784  1.718  -0.6224
H  2.352  -6.154  2.289  0.2809
H  1.211  -6.028  1.168  0.3246
O  2.008  -6.478  1.456  -0.6174
H  3.482  -2.607  1.609  0.2227
H  4.730  -1.938  1.343  0.3262
O  4.377  -2.615  1.935  -0.7630
H  2.791  2.599  2.733  0.2593
H  1.792  3.469  1.986  0.1406
O  2.614  2.943  1.814  -0.5002
H  0.134  -1.943  0.663  0.3737
O  -0.597  -2.629  0.706  -0.2187
H  -2.372  0.934  -4.883  0.2002
H  -2.118  1.500  -3.384  0.2502
O  -2.026  0.833  -4.032  -0.4344
H  -5.886  2.456  0.732  0.2478
H  -5.461  2.484  2.086  0.2897
O  -5.315  1.947  1.269  -0.5472
H  0.147  3.644  -1.315  0.2954
H  1.404  2.825  -1.515  -0.0680
O  0.788  3.044  -0.844  -0.2348
H  2.925  1.293  1.258  0.3689
H  3.999  0.063  1.161  0.1809
O  3.368  0.463  1.815  -0.1923
H  -0.661  -0.010  3.510  0.2219
H  -1.433  -1.173  2.916  0.2973
O  -1.339  -0.227  2.808  -0.4705
H  -1.299  -3.267  1.919  0.2715
H  -1.542  -3.212  3.634  0.1665
O  -1.822  -2.930  2.738  -0.5442
H  2.346  -0.219  3.467  0.1605
O  1.456  -0.648  3.395  -0.6302
H  -0.735  1.446  0.148  0.0209
H  -0.611  0.075  1.000  -0.1534
O  -0.912  0.465  0.190  0.3183
H  -3.762  1.628  5.373  0.3068
O  -2.974  2.181  5.273  -0.6736
H  -0.359  3.637  4.198  0.2971
H  -0.185  2.255  3.991  0.2176
O  0.445  3.053  4.008  -0.5284
H  3.147  -1.364  -1.631  0.1756
H  1.621  -1.097  -2.271  0.1139
O  2.195  -1.580  -1.634  -0.3604
H  2.916  1.281  -1.015  0.0889
H  2.352  0.044  -0.166  -0.8324
O  2.104  0.891  -0.636  1.0424
H  -2.607  -2.383  -4.847  0.2819
H  -3.428  -3.096  -3.792  0.2819
O  -2.863  -3.209  -4.504  -0.6202
H  2.658  1.749  -3.558  0.1932
H  2.077  2.935  -4.015  0.2416
O  2.153  2.447  -3.172  -0.5848
H  2.028  -1.475  0.206  -0.2453
H  1.429  -1.233  1.858  0.3478
O  1.734  -1.854  1.057  0.1946
H  -4.912  0.137  4.343  0.2950
H  -4.662  1.167  3.243  0.3525
O  -5.268  0.888  3.910  -0.6459
H  -2.744  -4.348  0.960  0.2633
H  -4.278  -4.525  0.880  0.2977
O  -3.493  -4.414  0.380  -0.5346
H  4.734  1.305  -0.140  0.1332
H  5.661  0.424  -0.886  0.3301
O  4.957  0.382  -0.214  -0.6721
H  0.906  -4.375  3.884  0.2857
H  2.219  -4.751  3.347  0.3639
O  1.434  -5.166  3.731  -0.6787
H  5.150  -3.971  -1.177  0.2749
O  4.576  -3.218  -1.459  -0.5666
H  1.996  -1.495  -5.239  0.1607
H  2.577  -0.583  -6.042  0.3723
O  2.604  -0.840  -5.003  -0.5265
H  1.796  -1.545  3.521  0.2283
H  -4.530  -3.554  3.719  0.2657
H  -2.395  1.668  4.725  0.3127
H  3.773  0.672  3.958  0.3070
H  -1.298  -2.356  0.124  0.2802
H  4.343  -3.352  -2.402  0.2884
O  5.023  2.555  -1.972  -0.5976
H  4.172  2.974  -1.769  0.2533
H  5.588  3.294  -1.925  0.2853
O  -2.034  3.553  0.094  -0.4175
H  -1.234  3.945  0.612  0.1989
H  -2.301  3.188  0.926  0.2527
O  3.019  5.567  0.308  -0.5491
H  3.432  4.743  0.289  0.2463
H  3.439  5.974  -0.454  0.2858
O  -4.794  0.654  -1.673  -0.6908
H  -5.315  0.343  -0.939  0.3389
H  -4.170  0.038  -2.050  0.2120
O  0.606  0.341  -3.815  0.2437
H  1.385  0.071  -3.369  -0.2208
H  0.271  1.034  -3.249  0.1296
O  -3.934  3.320  -2.487  -0.6463
H  -3.767  3.267  -1.541  0.3127
H  -4.331  2.475  -2.570  0.3069
O  -2.538  -1.564  -1.228  -0.1647
H  -2.490  -1.758  -2.158  0.1159
H  -2.569  -0.775  -0.730  0.0885

Which of them is the most stable? Correct choice: *x*.